1.
76
Properties=species:S:1:pos:R:3:forces:R:3:mulliken_charge:R:1 method="wB97M-V/def2-TZVPD" total_charge=+1 gap_ev=6.82 e_above_lowest_kcal_mol=13.9 lumo_ev=-3.12 e_homo_ev=-9.938 mol_weight_g_mol=822.30
Hf 1.055 0.818 -1.086 0.2424 0.7452 0.4793 1.400
C -2.951 2.729 0.307 -0.7847 -1.5658 -1.0572 -1.266
N -1.524 2.713 0.662 -0.2156 1.1256 -2.9605 0.810
C -0.826 3.871 0.004 -1.7065 -0.9388 0.8610 -1.313
C -0.733 3.634 -1.480 1.3630 0.7854 -0.7476 -0.837
N 0.548 2.970 -1.917 -0.9008 -0.8334 0.2704 0.084
C 0.360 2.442 -3.318 0.6745 2.2371 -0.6132 -0.957
C 1.743 3.672 -1.566 1.7144 0.3568 -0.4354 0.346
C 1.768 4.940 -1.001 0.7047 -0.1198 0.4397 -0.814
C 2.908 5.445 -0.349 -1.0099 -0.9220 -1.9427 -0.827
C 4.122 4.816 -0.483 -0.3867 -0.7097 -0.1223 -0.798
C 4.154 3.594 -1.181 0.0932 1.6631 -0.1439 -0.607
C 3.006 3.032 -1.714 -0.5295 -0.2234 0.5196 0.878
S 3.192 1.351 -2.289 -0.4512 0.2569 0.0546 -0.694
C -1.053 2.234 1.846 0.2419 -0.6859 2.9839 0.435
C -2.003 2.081 2.902 1.9239 -0.0491 0.4006 -0.685
C -1.625 1.845 4.235 -1.2779 -0.4001 0.4275 -0.625
C -0.286 1.732 4.542 0.4527 -0.9113 0.7276 -0.769
C 0.629 1.696 3.496 0.3947 -0.2026 0.6233 -0.829
C 0.331 1.876 2.170 -2.1643 0.6214 -0.7928 0.887
S 1.726 1.577 1.099 -0.1122 0.4819 -0.1738 -0.559
H -3.598 3.596 0.589 0.8214 -0.4866 0.4451 0.395
H -3.455 1.757 0.544 0.4076 0.9180 0.5240 0.332
H -3.082 2.661 -0.806 0.5437 0.4215 0.7207 0.252
H 0.136 3.972 0.512 -0.2440 0.4146 -0.2593 0.757
H -1.505 4.781 0.081 1.0070 -0.7738 0.5321 0.286
H -0.825 4.646 -1.944 0.1811 -0.8457 -0.2697 0.161
H -1.479 2.962 -1.889 -0.3690 0.4093 0.4798 0.716
H 1.012 3.090 -3.976 -0.9964 -0.7732 0.3230 0.310
H -0.731 2.520 -3.518 1.1306 -0.2169 -0.3691 0.473
H 0.736 1.427 -3.443 -0.1845 -0.0359 -0.1814 0.524
H 0.962 5.637 -1.032 -0.8918 -0.1028 0.0703 0.466
H 2.754 6.425 -0.008 0.4165 1.1444 0.9030 0.467
H 4.982 5.309 -0.067 0.4516 -0.2602 -0.0324 0.456
H 5.092 3.166 -1.473 0.3826 -0.4001 0.3531 0.444
H -3.026 2.164 2.657 -0.9487 0.2887 -0.1239 0.534
H -2.407 1.683 5.055 1.1508 0.4393 -1.4171 0.299
H 0.062 1.441 5.563 -0.3961 0.5797 -0.9529 0.304
H 1.657 1.437 3.685 0.2298 -0.0047 0.3760 0.478
F -2.755 -5.134 0.622 -0.4989 -0.4406 0.5576 -0.288
C -3.332 -3.930 0.603 1.8473 0.8067 -0.7788 0.370
C -2.554 -2.947 0.067 -2.8382 0.0018 0.6355 -0.483
N -3.074 -1.675 -0.156 -0.4991 1.3781 -1.3901 0.330
C -2.567 -0.865 -1.313 -1.5038 -0.9674 0.0154 -0.966
C -1.275 -0.173 -1.042 -1.3305 0.4363 0.9521 1.094
O -0.990 0.739 -1.892 1.0258 -0.8184 0.2858 -0.441
O -0.538 -0.417 -0.042 -0.3816 0.0779 -1.3949 -0.636
C -4.404 -1.344 0.180 0.5886 -1.6573 1.1939 0.370
O -4.984 -0.332 -0.119 0.2154 0.1399 -0.1930 -0.577
N -4.985 -2.329 0.998 -2.0991 0.6897 -0.0602 -0.101
C -4.682 -3.688 1.132 -0.8084 -1.0862 0.5092 0.088
O -5.470 -4.491 1.635 1.7275 1.5184 -0.9909 -0.596
H -1.560 -3.072 -0.255 0.9885 -0.4660 -0.2879 0.759
H -3.432 -0.179 -1.634 1.6254 -0.6359 0.7130 0.446
H -2.395 -1.508 -2.211 -0.0935 0.1886 0.6504 0.307
H -5.988 -2.122 1.245 1.5132 -0.1993 -0.2890 0.300
C 1.290 -6.677 1.878 -0.7598 1.8293 0.6872 -1.536
C 1.417 -5.545 0.886 0.4100 0.1917 0.0937 0.729
C 1.722 -4.235 1.332 -0.4919 0.0390 -0.3682 -0.712
C 2.039 -3.240 0.409 -1.2542 0.3565 -0.0558 -0.524
C 1.950 -3.530 -0.977 0.8807 -0.9785 1.6013 0.963
C 1.718 -4.811 -1.409 -1.0166 -0.1013 1.2865 -0.715
C 1.384 -5.787 -0.472 0.1920 -0.0240 -0.1031 -0.642
S 2.308 -2.348 -2.162 -0.0914 2.7999 1.6350 -0.028
C 4.048 -2.107 -1.977 1.1747 0.4922 -0.0844 -1.022
O 1.902 -1.049 -1.304 -0.6351 -1.3386 -1.6274 -0.442
H 0.399 -6.590 2.525 0.3027 0.0521 -0.3163 0.321
H 2.148 -6.534 2.502 0.4862 -0.2846 0.7170 0.387
H 1.326 -7.651 1.481 -0.0240 -1.0368 -0.8256 0.449
H 1.539 -4.027 2.396 0.6099 0.1489 -0.4892 0.417
H 2.093 -2.176 0.678 0.2985 -0.6327 0.2247 0.338
H 1.644 -4.995 -2.433 -0.0450 -0.5169 -1.5400 0.540
H 1.053 -6.762 -0.764 0.1431 -0.4000 -0.4687 0.390
H 4.296 -1.926 -0.894 -0.4840 0.0878 -1.1009 0.328
H 4.346 -1.248 -2.659 -0.2849 -1.0800 0.9682 0.388
H 4.535 -3.036 -2.264 0.1517 0.0027 -0.2815 0.483


2.
6
Properties=species:S:1:pos:R:3:forces:R:3:mulliken_charge:R:1 method="wB97M-V/def2-TZVPD" gap_ev=10.71 e_above_lowest_kcal_mol=9.8 lumo_ev=0.70 e_homo_ev=-10.001 mol_weight_g_mol=116.47
C -0.424 -0.074 0.873 -1.0506 0.9945 2.1684 0.312
C 0.171 -0.107 -0.273 1.5532 -3.4051 -1.2591 0.409
F -1.017 1.008 1.307 -0.3799 0.3260 0.5311 -0.200
F -0.454 -1.071 1.769 -0.0604 1.0343 -1.0857 -0.191
F 0.649 -1.394 -0.431 0.3337 0.4043 -0.6546 -0.223
Cl 0.525 0.836 -1.612 -0.3959 0.6460 0.2999 -0.107


3.
7
Properties=species:S:1:pos:R:3:forces:R:3:mulliken_charge:R:1 method="wB97M-V/def2-TZVPD" gap_ev="6.41 / 7.64" multiplicity=3 s_squared=2.01 e_above_lowest_kcal_mol=57.6 lumo_ev="0.66 / -2.62" e_homo_ev="-5.749 / -10.256" mol_weight_g_mol=80.18
O -1.584 1.042 0.323 0.1049 2.9234 1.2518 -0.427
Si 0.840 -0.533 0.178 -0.0055 0.7356 -3.1743 0.355
S -1.296 -0.566 -0.086 0.6747 -3.1835 -1.2004 -0.104
H -1.799 1.543 -0.469 -0.6594 0.4357 -0.4369 0.330
H 1.110 0.412 1.242 0.5278 0.2085 0.3592 -0.051
H 1.503 0.025 -1.506 -1.1364 -0.8466 2.8725 -0.020
H 1.225 -1.923 0.319 0.4940 -0.2731 0.3280 -0.083


4.
77
Properties=species:S:1:pos:R:3:forces:R:3:mulliken_charge:R:1 method="wB97M-V/def2-TZVPD" total_charge=-2 gap_ev=7.11 e_above_lowest_kcal_mol=26.5 lumo_ev=4.24 e_homo_ev=-2.868 mol_weight_g_mol=610.71
K 0.494 -0.327 0.258 -1.9964 0.7758 -0.9132 1.057
O 4.015 -2.467 -1.107 0.1960 -0.0840 -0.1726 -0.868
C 3.260 -1.877 -0.303 0.1328 0.1241 0.1486 -0.223
O 2.035 -2.065 -0.152 0.3303 -0.5843 -0.1031 -0.640
C 3.935 -0.694 0.443 0.1185 -0.0831 0.0659 0.304
C 3.879 0.517 -0.503 0.0655 -0.0365 -0.1928 -0.589
C 4.870 1.611 -0.072 0.0160 0.0219 -0.0699 -1.154
C 4.119 2.245 1.120 -0.0140 0.0440 0.0758 -0.695
C 2.893 1.330 1.205 0.0596 -0.0164 0.0502 0.668
O 2.610 1.106 -0.192 0.3631 0.1155 0.0228 -0.101
C 3.313 -0.055 1.726 0.1090 -0.0099 0.0565 0.202
C 2.221 -0.842 2.521 0.2281 0.1289 0.0331 -0.025
O 2.625 -1.844 3.117 0.1400 -0.2618 0.1496 -0.834
O 1.066 -0.335 2.533 0.2327 0.0720 0.9537 -0.748
H 4.971 -0.993 0.609 -0.0509 -0.0018 -0.0017 0.578
H 3.922 0.258 -1.561 0.0070 0.0135 0.0484 0.775
H 5.020 2.333 -0.876 0.0060 -0.0202 0.0108 0.338
H 5.839 1.190 0.201 0.0147 -0.0134 0.0027 0.347
H 3.819 3.270 0.896 -0.0057 0.0048 0.0099 0.204
H 4.697 2.245 2.045 -0.0070 0.0087 0.0020 0.394
H 2.018 1.742 1.696 -0.0305 0.0475 -0.0064 -0.505
H 4.119 0.064 2.458 -0.0439 0.0052 -0.0412 0.475
O -3.382 3.334 -0.719 -0.1149 0.1357 -0.0929 -0.727
C -2.960 2.462 0.050 -0.0315 0.0700 -0.0398 -0.040
N -3.027 1.153 -0.058 0.3595 -0.1702 0.0852 0.159
C -3.996 0.283 -0.191 -0.0254 0.0259 -0.0502 -0.179
O -5.211 0.428 0.004 -0.2778 0.0024 0.0192 -0.824
C -3.501 -1.115 -0.547 -0.0395 0.0333 -0.0730 0.369
C -4.430 -2.120 -0.808 0.0045 0.0475 0.0238 -0.555
C -3.970 -3.382 -1.134 -0.0020 -0.0527 -0.0102 -0.132
C -2.601 -3.606 -1.189 0.0159 0.0224 -0.0057 -1.073
C -1.754 -2.541 -0.915 -0.0534 -0.0111 -0.0868 -0.118
N -2.192 -1.327 -0.602 0.1544 -0.0617 0.0342 0.164
C -2.125 2.925 1.236 -0.0867 0.1030 0.0144 0.804
C -2.388 4.169 1.805 -0.0072 -0.0239 -0.0377 -0.659
C -1.658 4.560 2.911 0.0266 0.0362 0.0192 -0.566
C -0.681 3.707 3.403 0.0023 -0.0096 0.0135 -0.715
C -0.476 2.495 2.757 0.0825 0.0219 0.1515 -0.378
N -1.178 2.113 1.697 0.0151 -0.1219 -0.0858 0.022
H -5.480 -1.874 -0.740 0.0034 0.0062 -0.0029 0.460
H -4.668 -4.186 -1.341 0.0083 0.0009 0.0012 0.377
H -2.193 -4.577 -1.434 0.0162 -0.0422 -0.0089 0.425
H -0.675 -2.656 -0.957 0.0547 -0.1547 0.0118 0.448
H -3.155 4.788 1.362 -0.0159 0.0140 -0.0093 0.400
H -1.844 5.519 3.383 0.0009 -0.0051 0.0033 0.361
H -0.085 3.967 4.268 0.0082 0.0116 0.0202 0.438
H 0.263 1.775 3.096 0.0697 -0.0306 0.0316 0.545
C 1.019 5.068 -0.170 -0.0310 0.0226 -0.0670 -1.011
C 0.381 4.706 -1.508 0.0653 0.0664 -0.0047 2.115
C -0.910 5.507 -1.712 0.0226 -0.0046 0.0234 -1.597
C 1.358 4.988 -2.647 -0.0400 0.0139 0.0099 -1.983
N 0.151 3.265 -1.457 -0.2160 -0.2140 0.0117 0.801
N -0.620 2.789 -2.566 -0.0974 -0.0336 0.0438 -0.740
H 1.317 6.118 -0.153 0.0074 0.0495 -0.0046 0.475
H 1.898 4.446 -0.001 0.0673 -0.0412 0.0074 -0.112
H 0.320 4.901 0.651 -0.0587 -0.0216 0.0646 0.145
H -0.704 6.581 -1.696 0.0098 0.0489 0.0131 0.478
H -1.640 5.270 -0.936 -0.0054 -0.0078 0.0118 0.197
H -1.360 5.257 -2.671 -0.0107 -0.0040 -0.0462 0.378
H 1.540 6.061 -2.745 0.0122 0.0642 -0.0024 0.417
H 0.947 4.610 -3.582 -0.0239 -0.0113 -0.0213 0.433
H 2.305 4.482 -2.459 0.0493 -0.0411 0.0224 0.250
H -0.324 3.040 -0.584 0.0765 -0.0003 -0.0741 -0.597
H -0.390 1.806 -2.678 0.0069 0.0642 0.0349 0.266
H -1.616 2.839 -2.341 0.0857 0.0002 -0.0054 0.240
C 2.512 -2.604 -3.948 0.0478 -0.0423 0.0497 -0.820
N 1.264 -1.891 -3.789 0.0298 -0.0849 -0.1521 0.321
C 0.153 -2.221 -4.645 -0.0567 -0.0064 -0.0262 -0.989
C 1.138 -0.922 -2.865 0.1523 -0.1458 0.1580 0.409
O 0.115 -0.298 -2.653 -0.2514 0.2785 -0.0228 -0.747
H 2.301 -3.666 -4.090 0.0115 -0.0269 0.0237 0.318
H 3.117 -2.505 -3.040 -0.0094 -0.0036 -0.0621 0.286
H 3.067 -2.246 -4.823 0.0133 -0.0094 -0.0261 0.256
H 0.351 -1.931 -5.682 0.0073 -0.0062 -0.0192 0.311
H -0.727 -1.690 -4.288 0.0100 -0.0091 -0.0130 0.269
H -0.035 -3.297 -4.617 -0.0119 -0.0172 0.0038 0.316
H 2.054 -0.767 -2.288 0.0990 0.0253 0.0142 -0.048


5.
40
Properties=species:S:1:pos:R:3:forces:R:3:mulliken_charge:R:1 method="wB97M-V/def2-TZVPD" gap_ev=8.41 e_above_lowest_kcal_mol=4.6 lumo_ev=0.76 e_homo_ev=-7.655 mol_weight_g_mol=276.34
C 6.652 -0.105 0.310 -0.4683 0.0649 0.0447 -1.524
H 6.944 -0.921 -0.345 0.0584 -0.0808 -0.0917 0.341
H 7.362 0.710 0.205 0.0925 0.0771 -0.0177 0.415
H 6.668 -0.463 1.336 0.0452 -0.0241 0.0935 0.371
C 5.249 0.371 -0.056 0.3677 0.3097 -0.1748 0.503
C 5.198 0.875 -1.499 -0.1836 -0.1392 0.3702 -1.282
H 4.184 1.156 -1.774 -0.0533 0.0581 -0.0733 0.391
H 5.847 1.739 -1.614 0.0617 0.1054 -0.0374 0.369
H 5.530 0.089 -2.171 0.0534 -0.0757 -0.0703 0.337
H 4.955 1.176 0.634 -0.0029 -0.1363 -0.0672 0.283
O 4.393 -0.748 0.123 0.0475 -0.1606 0.0407 -0.426
C 3.047 -0.578 0.229 -0.2947 -0.0747 0.0196 0.533
C 2.304 -1.757 0.329 0.1755 0.1650 -0.0308 -0.708
C 0.935 -1.718 0.459 -0.0234 0.1651 -0.0216 -0.545
C 0.262 -0.497 0.492 0.3561 0.2710 -0.0433 0.473
C 0.996 0.677 0.396 -0.2467 -0.0221 0.0176 -0.861
C 2.373 0.638 0.264 0.4242 -0.1337 -0.0149 -0.163
H 2.904 1.574 0.193 0.0791 0.0550 -0.0248 0.329
H 0.488 1.627 0.417 -0.0175 0.0202 -0.0029 0.458
N -1.129 -0.523 0.651 0.0536 -0.4116 0.1049 -0.077
C -2.007 0.489 0.497 -0.2913 -0.3549 0.1309 0.074
O -1.739 1.637 0.215 0.1232 0.2499 0.0123 -0.680
C -3.468 0.046 0.766 0.0656 0.3383 -0.0761 0.394
C -3.801 -1.155 -0.104 0.0058 -0.1659 0.1525 0.348
O -3.138 -2.182 -0.041 0.1232 -0.2888 0.0519 -0.772
N -4.849 -1.070 -0.936 -0.2607 -0.2343 -0.3440 -0.110
H -5.003 -1.884 -1.514 0.1310 0.0215 0.1291 0.294
C -5.771 0.036 -1.055 -0.2355 0.3723 0.1118 -0.607
C -5.821 0.791 0.265 0.1500 0.0031 -0.1823 -0.705
C -4.410 1.240 0.612 -0.0873 -0.0411 0.0346 -0.897
H -4.405 1.822 1.534 0.0608 0.0389 -0.0611 0.369
H -4.024 1.886 -0.180 -0.0205 0.0165 0.0789 0.318
H -6.484 1.652 0.173 -0.0341 -0.0120 0.0111 0.380
H -6.212 0.136 1.047 -0.1122 -0.0183 0.0043 0.319
H -6.755 -0.362 -1.319 0.1120 0.0305 -0.0064 0.398
H -5.447 0.712 -1.857 -0.1257 -0.0214 0.0652 0.273
H -3.484 -0.325 1.798 -0.0397 -0.0393 -0.1387 0.378
H -1.542 -1.456 0.687 -0.0943 0.3086 -0.0034 0.241
H 0.372 -2.638 0.531 -0.0479 -0.1199 0.0123 0.363
H 2.832 -2.697 0.303 0.0530 -0.1161 -0.0033 0.407


6.
16
Properties=species:S:1:pos:R:3:forces:R:3:mulliken_charge:R:1 method="wB97M-V/def2-TZVPD" gap_ev=8.27 e_above_lowest_kcal_mol=74.5 lumo_ev=0.31 e_homo_ev=-7.961 mol_weight_g_mol=86.13
C 1.527 -1.984 -2.034 0.1522 1.9255 0.3336 -1.068
C 0.811 -1.132 -0.951 0.2274 -2.6795 -0.9460 -0.165
C -0.524 -1.276 -0.943 -0.3215 1.3599 0.9539 -0.200
C -1.409 -0.744 0.079 -0.5717 -0.0210 0.8654 -0.268
C -2.770 -0.860 0.150 0.8822 0.8079 -0.1875 -0.715
H 1.208 -1.563 -2.984 -0.3688 -0.5125 -0.3383 0.292
H 1.271 -3.032 -1.922 0.2610 -0.0973 -0.1975 0.293
H 2.601 -1.766 -2.073 -0.0672 -0.5768 0.4480 0.342
H 1.456 -0.869 -0.117 -0.5358 0.9793 -0.0552 0.336
H -1.030 -2.039 -1.526 0.2341 0.4090 -0.9105 0.344
H -0.950 -0.252 0.944 0.3756 -1.1137 0.3723 0.305
H -3.245 -1.074 1.097 -0.0470 1.0882 0.3574 0.254
H -3.395 -0.438 -0.632 -0.2203 -1.5686 -0.6951 0.248
H 1.041 5.773 3.006 -0.1470 0.0396 -0.0807 0.319
H 2.156 5.491 3.965 0.9415 -0.2767 0.1549 0.314
O 1.253 5.765 3.942 -0.7948 0.2368 -0.0747 -0.634